Record 1
{
  "formula": "C17H17N5O4S",
  "method": "ωB97M-V/def2-TZVPD",
  "relative_energy_kj_mol": 67.7,
  "smiles": "[H]/N=C1/C(=C\\c2ccc(C)o2)C(=O)N=C2SC(CC(=O)N3CCOCC3)=NN21",
  "total_charge": 0,
  "symbols": ["H", "N", "C", "C", "C", "C", "C", "C", "C", "C", "O", "C", "O", "N", "C", "S", "C", "C", "C", "O", "N", "C", "C", "O", "C", "C", "N", "N", "H", "H", "H", "H", "H", "H", "H", "H", "H", "H", "H", "H", "H", "H", "H", "H"],
  "positions_angstrom": [[-0.18396, 1.11020, 0.73003], [0.80550, 1.28850, 0.87050], [1.51630, 0.25204, 0.96174], [2.95716, 0.25322, 1.14809], [3.71819, 1.33777, 1.47292], [3.40474, 2.67015, 1.81827], [4.31510, 3.68023, 2.11339], [3.56345, 4.81991, 2.41509], [2.24220, 4.44678, 2.29497], [0.98881, 5.21279, 2.50636], [2.15202, 3.16586, 1.93990], [3.73202, -1.01786, 0.97853], [4.94248, -1.03504, 0.98409], [3.01922, -2.19491, 0.83983], [1.74844, -2.16374, 0.79470], [0.71954, -3.57539, 0.62665], [-0.66632, -2.47904, 0.62201], [-2.04542, -2.98536, 0.45432], [-2.27443, -3.43413, -1.00361], [-2.37305, -4.61214, -1.27185], [-2.31567, -2.46727, -1.94079], [-2.34653, -1.03386, -1.74828], [-3.70896, -0.50075, -2.21735], [-3.95606, -0.84218, -3.55886], [-3.93271, -2.24074, -3.74338], [-2.58417, -2.83061, -3.32244], [-0.36491, -1.24289, 0.73000], [0.96139, -1.04869, 0.83973], [4.78391, 1.12845, 1.49950], [5.38214, 3.58809, 2.10428], [3.93034, 5.78939, 2.68386], [1.12918, 6.25369, 2.22781], [0.69299, 5.17537, 3.55522], [0.19345, 4.77258, 1.91091], [-2.18380, -3.87943, 1.06424], [-2.76698, -2.22494, 0.75183], [-2.16866, -0.76250, -0.71141], [-1.56018, -0.58838, -2.36905], [-3.73091, 0.58895, -2.16936], [-4.50174, -0.91105, -1.57149], [-4.11437, -2.41173, -4.80488], [-4.73524, -2.71130, -3.15524], [-2.59559, -3.91795, -3.39675], [-1.78890, -2.42207, -3.95405]],
  "forces_ev_per_angstrom": [[0.0, -0.3, 0.0], [-0.2, 0.3, -0.2], [-0.6, 0.2, -0.1], [0.8, 0.1, 0.2], [-0.6, -0.5, -0.2], [1.0, 0.6, 0.1], [-0.5, -0.7, -0.2], [-0.6, 0.0, 0.0], [0.7, 0.6, 0.2], [0.0, -0.3, 0.0], [-0.2, 0.3, 0.2], [0.0, 0.3, 0.0], [0.1, 0.0, 0.0], [0.2, -0.9, -0.1], [0.3, 0.1, 0.0], [-0.2, 0.4, 0.0], [0.8, -0.1, 0.1], [-0.3, -0.3, -0.3], [0.0, 0.2, 0.5], [0.0, -0.5, 0.1], [0.0, 0.1, -0.4], [-0.4, 0.4, 0.0], [0.3, 0.1, 0.2], [0.0, 0.1, -0.1], [0.2, -0.3, 0.0], [-0.3, -0.1, -0.2], [-0.9, 0.3, 0.1], [0.4, -0.4, 0.1], [-0.1, 0.0, 0.0], [0.2, -0.1, 0.0], [0.0, 0.2, 0.0], [0.0, 0.0, 0.0], [-0.1, 0.0, 0.0], [-0.1, 0.1, 0.0], [-0.1, 0.1, -0.1], [0.1, 0.0, 0.1], [0.0, 0.0, -0.1], [0.0, 0.0, 0.1], [0.0, -0.1, 0.1], [0.1, 0.0, 0.0], [0.0, -0.1, 0.1], [0.1, 0.0, -0.1], [0.0, 0.1, 0.0], [0.0, 0.0, 0.0]],
  "nbo_charge": [0.3562, -0.6343, 0.4182, -0.2806, -0.0533, 0.1813, -0.1975, -0.3414, 0.3548, -0.6631, -0.3581, 0.6435, -0.5652, -0.5601, 0.3038, 0.3926, 0.0958, -0.5519, 0.6935, -0.6178, -0.4354, -0.2548, -0.0756, -0.5192, -0.0777, -0.2581, -0.2598, -0.2851, 0.2555, 0.2300, 0.2302, 0.2319, 0.2323, 0.2395, 0.2632, 0.2486, 0.2304, 0.2051, 0.2000, 0.1608, 0.2017, 0.1674, 0.2531, 0.1995]
}

Record 2
{
  "formula": "C17H17NO2",
  "method": "ωB97M-V/def2-TZVPD",
  "relative_energy_kj_mol": 34.4,
  "smiles": "CCCc1ccc(-c2ccc(/C=C/C(=O)O)cc2)nc1",
  "total_charge": 0,
  "symbols": ["C", "C", "C", "C", "C", "C", "C", "C", "C", "C", "C", "C", "C", "C", "O", "O", "C", "C", "N", "C", "H", "H", "H", "H", "H", "H", "H", "H", "H", "H", "H", "H", "H", "H", "H", "H", "H"],
  "positions_angstrom": [[5.32598, -1.33999, 1.16046], [5.63777, 0.07984, 0.70608], [4.98356, 0.41295, -0.64243], [3.48951, 0.40842, -0.53878], [2.79858, 1.47147, 0.03354], [1.42184, 1.41945, 0.13750], [0.74947, 0.29022, -0.33617], [-0.70922, 0.14891, -0.26700], [-1.27142, -1.12877, -0.28580], [-2.63601, -1.29740, -0.21891], [-3.49736, -0.19681, -0.13636], [-4.92380, -0.42985, -0.06658], [-5.88838, 0.49752, 0.02028], [-7.31211, 0.16759, 0.08603], [-8.19806, 0.98570, 0.16539], [-7.57540, -1.15404, 0.05096], [-2.92952, 1.08129, -0.13278], [-1.56339, 1.25027, -0.19673], [1.41331, -0.73597, -0.86828], [2.72398, -0.67313, -0.96599], [4.25374, -1.47765, 1.28248], [5.68359, -2.06189, 0.42931], [5.80942, -1.54819, 2.11208], [5.28678, 0.78817, 1.45993], [6.71890, 0.20128, 0.61062], [5.30413, -0.31854, -1.38683], [5.32145, 1.40132, -0.96371], [3.33963, 2.33563, 0.39472], [0.88137, 2.23167, 0.59779], [-0.61000, -1.97811, -0.35417], [-3.05442, -2.29378, -0.23025], [-5.22487, -1.46976, -0.08742], [-5.68599, 1.55710, 0.04810], [-8.53411, -1.28861, 0.09771], [-3.56576, 1.95111, -0.08424], [-1.15881, 2.25120, -0.21474], [3.19565, -1.53861, -1.41583]],
  "forces_ev_per_angstrom": [[0.1, 0.2, 0.1], [0.0, -0.2, -0.1], [0.1, 0.1, 0.3], [-0.1, 0.1, -0.1], [0.0, -0.2, -0.1], [-0.1, -0.2, 0.0], [0.5, 0.2, 0.0], [-0.6, -0.2, 0.0], [0.2, 0.2, 0.0], [-0.3, 0.2, 0.0], [0.7, 0.1, 0.0], [-0.8, 0.2, 0.0], [0.5, -0.3, 0.0], [-0.6, 0.1, 0.0], [0.2, 0.0, 0.0], [0.1, -0.5, 0.0], [-0.2, -0.2, 0.0], [0.1, -0.1, 0.0], [-0.5, -0.1, 0.0], [0.4, 0.2, 0.0], [-0.1, -0.1, 0.0], [0.0, -0.1, -0.1], [0.0, -0.1, 0.1], [0.1, 0.1, 0.0], [0.0, 0.1, 0.1], [0.0, 0.0, -0.1], [0.0, -0.1, -0.1], [0.0, 0.1, 0.0], [-0.1, 0.1, 0.0], [0.0, -0.1, 0.0], [-0.1, -0.1, 0.0], [-0.1, 0.0, 0.0], [0.0, 0.1, 0.0], [0.1, 0.3, 0.0], [-0.1, 0.1, 0.0], [0.0, 0.1, 0.0], [0.2, 0.0, 0.0]],
  "nbo_charge": [-0.6120, -0.3806, -0.4220, -0.0492, -0.1750, -0.2263, 0.1713, -0.0660, -0.1850, -0.1613, -0.1083, -0.0904, -0.3287, 0.7516, -0.5919, -0.6956, -0.1934, -0.1367, -0.4208, 0.0502, 0.2089, 0.2007, 0.2131, 0.1963, 0.2033, 0.2098, 0.2158, 0.2138, 0.2161, 0.2382, 0.2112, 0.2210, 0.2202, 0.5002, 0.2103, 0.2029, 0.1887]
}

Record 3
{
  "formula": "C17H17NO3S",
  "method": "ωB97M-V/def2-TZVPD",
  "relative_energy_kj_mol": 1558.5,
  "total_charge": 0,
  "symbols": ["C", "C", "O", "C", "C", "C", "C", "C", "C", "H", "H", "O", "C", "C", "H", "H", "S", "C", "N", "C", "C", "C", "C", "C", "C", "O", "H", "H", "H", "H", "H", "H", "H", "H", "H", "H", "H", "H", "H"],
  "positions_angstrom": [[-6.51639, -1.39292, -1.20721], [-6.29104, -1.11848, 0.19929], [-5.71186, 0.24332, 0.44685], [-4.47264, 0.30251, 0.28964], [-4.04993, 1.46867, 0.33528], [-2.79449, 1.86179, 0.42856], [-1.89337, 0.82611, 0.25556], [-2.26999, -0.32800, -0.20153], [-3.65170, -0.62935, -0.06347], [-3.85706, -1.72842, -0.11337], [-1.62591, -0.95516, -0.28535], [-0.60933, 1.47653, -0.12036], [0.53703, 0.25696, -0.34315], [0.87184, -0.23513, 1.09047], [1.35404, 0.30832, 1.63355], [-0.12219, -0.76168, 1.63544], [1.95667, -1.92028, 0.78317], [3.37011, -0.98848, 0.51276], [3.69476, 0.45078, 0.39436], [4.89888, 0.55204, 0.28728], [5.66613, 1.63848, -0.03513], [6.92832, 1.55359, -0.09654], [7.58453, 0.30341, -0.38551], [6.75919, -0.90731, -0.15827], [5.48791, -0.60235, -0.26697], [4.57686, -1.66661, 0.13771], [7.24579, -2.12706, -0.47870], [8.67591, 0.25833, -0.71205], [7.60981, 2.28419, -0.23772], [5.32225, 2.58312, 0.27455], [0.26213, -0.15074, -1.08328], [1.35591, 0.99410, -0.66677], [-2.35685, 3.00009, 0.52654], [-4.82245, 2.28467, 0.68938], [-5.91822, -1.97342, 0.71082], [-7.39894, -0.85158, 0.68889], [-5.56122, -1.41215, -1.93584], [-7.15720, -0.59227, -1.50069], [-7.07732, -2.30565, -1.42818]],
  "forces_ev_per_angstrom": [[1.6, 0.0, -3.5], [-4.1, 2.8, 2.7], [-6.8, -4.3, 0.7], [-1.0, -4.7, -1.3], [-0.2, 13.4, 3.3], [3.1, 2.9, 0.5], [4.2, 6.9, -2.2], [-8.6, 3.4, 2.1], [4.4, -6.2, -1.2], [-0.3, 1.2, -0.2], [7.2, -8.0, -1.9], [1.0, -4.8, 1.0], [3.7, 11.8, 11.4], [-8.4, -10.6, -7.3], [5.6, 6.4, 6.0], [2.7, 1.8, -1.4], [-0.6, 2.6, 0.5], [5.6, 3.4, -2.3], [-12.3, -5.0, 3.8], [7.3, -0.7, -5.7], [-4.9, 3.1, 3.3], [6.7, -4.8, -2.8], [-0.5, -2.2, 1.4], [7.8, -1.4, -4.3], [-3.8, -3.5, 4.8], [-2.9, 1.8, -0.2], [-1.7, 4.1, 1.3], [-1.7, 0.0, 0.9], [1.4, 3.1, -0.1], [-1.0, 1.4, -0.1], [-4.0, -7.0, -9.4], [-0.9, -1.4, 0.6], [-1.5, -3.2, -0.1], [1.2, -1.6, -1.3], [1.1, 0.0, 1.0], [2.7, -1.3, -1.1], [-2.0, 0.1, 1.9], [-0.3, 0.6, -1.0], [0.2, -0.1, 0.5]],
  "nbo_charge": [-0.6579, -0.0890, -0.4524, 0.2093, -0.2036, -0.1819, 0.2426, -0.2556, -0.2692, 0.2121, 0.1806, -0.5526, -0.0708, -0.3154, 0.1665, 0.2323, 0.2665, 0.3051, -0.4838, 0.1070, -0.2340, -0.2046, -0.2336, -0.1997, 0.1624, -0.4464, 0.2317, 0.2210, 0.2089, 0.2089, 0.1533, 0.2351, 0.2426, 0.2112, 0.1910, 0.1949, 0.2183, 0.2196, 0.2295]
}

no.,E_HOMO (eV)
1,-8.16
2,-8.39
3,-7.64